A structure of composition C25H41F5P2Sc in a non-equilibrium geometry. Source: the OMol25 dataset; level of theory: ωB97M-V/def2-TZVPD.

XYZ file:
```
74
Properties=species:S:1:pos:R:3:forces:R:3:lowdin_charge:R:1
H -1.200818 -2.549217 0.237430 0.003 0.073 0.235 0.085
H -0.616456 2.471602 -0.283922 -0.184 0.235 -0.040 0.103
C 1.941050 1.477444 1.916897 -0.476 -2.096 -1.637 0.043
H -2.531983 2.884977 1.046590 -0.229 0.271 -0.892 0.112
C 0.282454 0.164997 5.203055 0.013 0.164 0.426 -0.019
H -4.804514 -0.334541 -2.565060 0.069 0.669 0.401 0.116
C 1.467627 -1.745160 -3.215180 -0.315 -0.870 0.473 -0.244
H -0.797176 -1.106971 -2.241723 -0.692 0.438 0.093 0.056
H -1.835647 0.646666 -4.515905 0.731 0.030 0.018 0.047
P 0.013444 1.542094 -3.111039 -0.662 0.299 -1.642 0.879
F 2.818499 1.831239 4.048682 -0.649 0.523 -1.410 0.091
H -0.385728 -0.407362 -4.601535 -0.315 0.471 -0.026 0.029
H -0.797837 3.820487 -3.545513 0.343 -0.239 -0.066 0.047
C 3.918431 -0.579478 -2.830097 0.377 -0.145 0.762 -0.243
H 4.593113 0.074115 -2.264590 -0.016 -0.145 -0.174 0.051
H -0.697259 0.641603 5.288772 0.246 0.091 0.011 0.084
H 1.899819 0.775529 -4.290503 0.641 -0.214 0.541 0.067
C 1.486256 -1.372338 3.525765 -0.302 -0.617 -0.149 -0.183
C -4.150168 0.269943 -0.544543 -0.994 -0.357 -1.024 -0.179
H 1.076841 0.906820 5.348109 -0.261 -0.125 -0.013 0.079
H 0.990094 3.701438 -3.598813 -0.289 0.136 -0.066 0.042
H 2.245111 -1.793179 5.439471 0.227 -0.007 -0.304 0.104
H 0.352217 -0.549949 6.031992 0.030 0.119 0.004 0.095
H 3.964476 -0.300617 -3.897953 -0.350 -0.119 0.568 0.065
H 0.110345 0.432759 -0.848924 -0.636 0.088 -0.007 -0.017
H -4.038342 1.275862 -2.522511 0.207 -0.489 0.153 0.130
C -1.474507 1.913308 -0.671587 0.007 -0.060 0.700 -0.220
C -2.668114 2.162436 0.226585 -0.190 0.198 0.382 -0.106
H -2.432899 0.056383 2.063223 -0.004 0.046 0.230 0.052
Sc 1.993005 -0.158234 0.412352 -0.419 -1.204 3.158 0.958
C -1.539935 -0.353952 -1.933411 -0.245 -1.787 0.528 -0.210
H 0.420767 -1.964565 -3.007130 0.240 -0.003 0.021 0.015
H -5.196147 0.024554 -0.317186 0.234 0.013 -0.075 0.111
C -3.857586 1.563648 0.130959 -0.061 0.431 0.310 -0.122
H 0.007298 3.120920 -4.979569 0.116 0.230 0.332 0.038
C 0.052937 3.206653 -3.883789 0.268 0.270 -0.247 -0.252
H -2.270387 -2.303132 1.641706 0.372 -0.009 -0.251 0.092
F 3.496464 -1.192056 0.558563 -0.156 0.383 -0.228 -0.358
C -3.984099 0.251917 -2.103524 -1.079 -0.399 0.331 -0.169
H 2.008939 -2.681047 -3.047442 0.027 0.104 0.039 0.055
C -1.248002 -2.583207 1.337764 -0.413 -0.312 -0.245 -0.010
H 3.358066 -0.848298 4.452773 -0.149 -0.104 -0.071 0.103
P 2.200733 -0.428778 -2.124527 0.811 0.147 -4.847 0.851
C 1.746214 1.007559 -3.221556 0.011 0.592 -0.237 -0.529
H -4.753694 2.045930 0.552105 0.727 -0.321 0.539 0.115
H -1.654928 2.327427 -1.694978 -0.157 -0.425 1.111 0.073
C -2.780182 -0.525766 -2.450021 2.041 0.068 0.327 -0.131
C -0.623011 -0.679285 2.950833 1.038 0.605 2.464 -0.196
F 0.954131 2.874652 3.541134 1.419 -0.582 -0.971 0.091
H -1.228232 -0.065040 0.198884 -0.183 0.086 -0.181 0.086
C 1.123761 -2.070080 2.323923 -0.933 0.717 -1.064 -0.286
H 2.855353 -3.321753 2.062904 -0.226 0.002 -0.173 0.078
H 1.541579 -3.663932 0.915127 0.097 0.103 0.009 0.081
H -1.128321 -3.652015 1.613912 0.168 0.581 -0.063 0.105
H -0.428498 1.157757 -5.503079 -0.012 -0.382 0.247 0.042
C 1.768361 -3.354035 1.938476 0.058 -0.701 0.006 -0.066
H -2.577626 -0.300008 3.803607 0.238 -0.029 -0.312 0.109
H 1.522900 -1.518902 -4.289270 0.340 0.311 0.458 0.065
H -1.699999 1.128701 3.278163 -0.091 -0.354 -0.212 0.095
H 1.384675 -4.160503 2.587056 0.163 0.101 -0.135 0.104
C -1.896538 0.074016 3.017554 -0.534 0.388 0.031 -0.025
H 4.269749 -1.612311 -2.715154 -0.012 0.252 0.060 0.054
H 3.146412 -2.584636 4.104143 -0.017 0.257 0.160 0.086
C 2.629045 -1.670005 4.412786 0.264 -0.184 0.119 0.013
H 2.334826 1.898404 -2.953027 0.093 -0.360 -0.017 0.062
C -0.727479 0.641675 -4.574470 0.020 0.113 -0.220 -0.241
C 2.155708 2.429337 2.983622 0.625 2.668 2.390 -0.552
C -1.007706 0.446896 -0.751968 -0.619 -0.002 0.015 -0.277
F 2.371140 1.886440 0.554906 0.310 1.207 0.344 -0.162
H -3.565059 -0.578318 -0.148560 -0.071 0.472 0.055 0.105
F 2.883004 3.552802 2.646158 -1.015 -1.547 0.233 0.120
C -0.253987 -1.713719 2.036469 1.941 -0.980 0.096 -0.196
C 0.391642 -0.577573 3.928458 -1.818 0.678 -1.356 -0.214
H -2.923635 -1.389048 -3.112854 0.258 0.544 -0.027 0.121
```
Forces are in eV/Å.

charge = +1
E = -2919.579557 Ha
energy relative to the best compared isomer or geometry (same formula, charge and spin) = 14.4 kcal/mol